17
Properties=species:S:1:pos:R:3:forces:R:3 method="wB97M-V/def2-TZVPD" homo_lumo_gap_ev=9.6 relative_energy_kj_mol=323.3 homo_energy_ev=-8.652 smiles=SC1C[C@@H]2C[C@H]2C1 lumo_energy_ev=0.928
S 2.343 0.235 -1.328 -0.491 0.153 -0.441
C 1.020 -0.657 -0.457 0.051 -0.177 -0.368
C -0.297 -0.387 -1.257 -1.129 1.490 -0.430
C -1.303 -0.130 -0.100 1.428 -0.802 -0.626
C -1.920 0.886 0.830 0.446 -0.621 -0.046
C -0.419 0.781 0.763 0.390 0.026 -0.298
C 0.811 -0.128 1.006 -1.245 -0.132 0.176
H 3.356 -0.346 -0.727 0.633 -0.297 0.362
H 1.218 -1.738 -0.498 0.188 0.359 0.202
H -0.587 -1.198 -1.933 0.177 0.042 0.216
H -0.203 0.536 -1.861 0.126 -0.456 0.073
H -1.362 -1.139 0.324 -0.318 0.413 0.619
H -2.490 0.380 1.592 -0.257 0.209 0.175
H -2.264 1.840 0.481 -0.362 0.211 0.044
H -0.128 1.664 0.150 0.186 -0.787 0.312
H 1.689 0.403 1.382 -0.119 -0.230 0.033
H 0.538 -1.000 1.633 0.296 0.600 -0.003

17
Properties=species:S:1:pos:R:3:forces:R:3 method="wB97M-V/def2-TZVPD" multiplicity=3 homo_lumo_gap_ev="7.2 / 8.8" relative_energy_kj_mol=207.2 homo_energy_ev="-6.220 / -9.455" lumo_energy_ev="0.934 / -0.662"
C -2.346 -0.553 0.063 0.946 0.367 0.809
C -2.077 0.060 -1.065 0.417 0.091 -0.509
C 1.016 1.082 1.707 2.565 -1.547 0.451
C 1.788 1.170 0.374 -2.287 -0.030 -0.468
C 1.242 -0.085 0.850 1.319 1.292 1.101
C 0.634 -1.497 -1.253 1.256 0.505 -2.627
S 0.627 -1.568 0.405 -0.196 -1.288 1.573
H -2.931 -1.409 0.305 -0.919 -0.349 -0.534
H -1.729 -0.272 0.894 0.031 0.251 0.536
H -2.509 -0.190 -2.008 -0.431 -0.154 -0.472
H 1.562 1.135 2.670 0.351 -0.019 -0.774
H 0.058 1.343 1.944 -2.742 1.264 -0.322
H 1.273 1.518 -0.511 -0.553 0.491 -0.097
H 2.764 1.540 0.289 1.737 -0.130 0.586
H -1.251 0.776 -1.119 -0.483 0.033 0.165
H 0.991 -0.610 -1.827 -0.546 -0.659 0.795
H 0.888 -2.440 -1.717 -0.465 -0.121 -0.212

18
Properties=species:S:1:pos:R:3:forces:R:3 method="wB97M-V/def2-TZVPD" homo_lumo_gap_ev=8.5 relative_energy_kj_mol=333.0 homo_energy_ev=-8.870 smiles="C[C@H](S)C=S.C#CC" lumo_energy_ev=-0.342
C -0.519 -2.689 1.268 -0.541 2.681 3.197
C 0.019 -1.276 0.976 -1.053 -0.290 0.807
S -1.151 -0.036 1.753 -0.016 -0.716 -0.456
C 0.301 -1.011 -0.410 0.264 -0.301 -2.417
S 1.571 -1.579 -1.225 0.194 0.039 0.233
H -0.611 -2.653 2.386 0.034 -0.443 -0.853
H -0.092 -3.589 1.014 1.729 -1.516 -1.151
H -1.502 -2.649 0.939 -2.012 -0.439 -0.797
H 0.965 -1.146 1.417 1.086 0.254 1.331
H -2.328 -0.506 1.216 0.847 0.136 0.240
H -0.413 -0.484 -1.010 -0.640 0.486 -0.028
C 0.165 2.718 0.383 -0.498 0.091 -0.003
C 0.357 2.631 -0.798 -0.039 0.220 2.350
C 0.760 2.408 -2.137 -0.066 -1.624 1.189
H -0.176 2.756 1.392 0.200 0.116 -0.099
H 0.931 3.316 -2.556 -0.088 2.657 -2.003
H -0.023 1.797 -2.548 0.232 -0.308 -1.088
H 1.746 1.993 -2.059 0.367 -1.044 -0.453

18
Properties=species:S:1:pos:R:3:forces:R:3 method="wB97M-V/def2-TZVPD" homo_lumo_gap_ev=9.4 relative_energy_kj_mol=53.6 homo_energy_ev=-8.652 lumo_energy_ev=0.782
C 0.930 -0.115 -2.669 -1.668 -1.173 0.241
C 0.658 -0.159 -1.193 -0.583 -0.367 0.976
C 0.334 1.179 -0.480 2.503 -1.473 1.192
C 0.206 0.697 1.018 -0.119 -0.539 -0.861
C 0.441 -0.834 0.849 -0.280 1.949 -1.267
C 1.584 -0.818 -0.161 0.862 0.642 0.205
H 1.817 0.481 -2.733 0.524 0.376 -0.796
H 0.007 0.403 -3.091 1.445 -0.682 -0.129
H 1.073 -1.181 -3.082 -0.206 1.832 0.433
H -0.554 1.578 -0.821 -1.672 1.248 -0.821
H 1.226 1.833 -0.566 -0.721 0.094 -0.150
H 1.038 1.070 1.591 0.201 0.368 0.422
H -2.167 0.547 1.079 0.377 0.186 0.221
H 0.486 -1.355 1.760 -0.124 -0.985 0.903
H 2.507 -0.251 0.087 -0.538 0.096 0.128
H 1.916 -1.795 -0.395 0.055 -1.116 -0.572
S -1.290 1.181 1.903 -0.193 -0.159 -0.207
S -0.727 -1.246 -0.529 0.137 -0.296 0.082

17
Properties=species:S:1:pos:R:3:forces:R:3 method="wB97M-V/def2-TZVPD" homo_lumo_gap_ev=9.6 relative_energy_kj_mol=133.8 homo_energy_ev=-8.774 smiles="C#C/C=C(/C)[SiH2]C" lumo_energy_ev=0.837
C 3.226 -0.361 0.306 1.834 -1.257 -0.434
C 2.223 0.188 0.004 -0.554 -0.314 0.256
C 1.165 1.050 -0.100 -2.659 2.189 0.206
C -0.170 0.884 -0.050 0.359 -2.897 0.461
C -1.107 2.009 -0.067 1.037 1.381 3.560
Si -1.327 -0.707 0.049 2.998 0.441 -0.366
C -0.465 -2.405 -0.014 -1.176 1.505 -3.240
H 4.137 -0.873 0.175 0.456 -0.301 0.435
H 1.474 2.096 -0.062 0.143 0.096 -0.296
H -0.606 2.853 0.444 0.080 0.229 -0.826
H -1.915 1.899 0.673 -0.389 -0.475 -0.851
H -1.387 2.243 -1.030 -1.098 0.706 -1.944
H -2.065 -0.248 -1.078 -0.935 -0.429 -1.169
H -2.170 -0.489 1.155 -0.819 0.065 1.332
H -1.179 -3.094 -0.482 0.025 -0.104 0.326
H 0.304 -2.265 -0.821 -0.179 -0.313 1.133
H -0.138 -2.781 0.899 0.876 -0.523 1.419

20
Properties=species:S:1:pos:R:3:forces:R:3 method="wB97M-V/def2-TZVPD" multiplicity=2 homo_lumo_gap_ev="5.9 / 6.1" homo_energy_ev="-31.298 / -31.396" lumo_energy_ev="-25.389 / -25.329" total_charge=+5
Al 20.618 -20.449 -21.822 0.741 1.187 0.547
C 18.232 -22.406 -23.844 -0.486 -0.214 -0.183
C 18.799 -23.694 -24.428 -0.188 -0.217 0.742
N 17.729 -24.791 -24.131 0.364 0.200 -0.677
C 16.753 -25.067 -25.053 0.594 0.191 -0.526
C 16.101 -26.243 -24.655 -0.141 0.115 0.628
N 16.623 -26.532 -23.378 -1.247 -2.607 0.479
C 17.646 -25.663 -23.122 0.378 0.623 -0.393
C 16.242 -27.724 -22.628 3.890 1.833 -0.999
H 18.878 -21.540 -23.984 0.466 0.103 -0.514
H 18.001 -22.502 -22.783 -0.267 -0.143 0.046
H 17.336 -22.159 -24.413 -0.255 0.518 0.288
H 19.741 -23.981 -23.960 -0.116 -0.546 -0.084
H 18.893 -23.723 -25.514 0.082 0.185 -0.063
H 16.637 -24.517 -25.975 -0.181 0.270 -0.402
H 15.397 -26.876 -25.177 -0.539 -0.283 -0.258
H 18.340 -25.665 -22.295 0.000 -0.355 0.506
H 15.311 -27.651 -22.066 -2.035 -0.035 0.966
H 17.046 -27.922 -21.920 -0.108 -0.049 0.764
H 16.068 -28.560 -23.304 -0.950 -0.777 -0.867

23
Properties=species:S:1:pos:R:3:forces:R:3 method="wB97M-V/def2-TZVPD" homo_lumo_gap_ev=6.7 homo_energy_ev=-3.074 lumo_energy_ev=3.580 total_charge=-1
C -0.159 2.811 0.174 0.569 -0.180 0.111
C -1.042 2.096 -0.205 -0.865 -0.301 -1.294
C -2.047 1.086 -0.650 0.487 -0.863 2.021
C -1.542 0.077 -1.756 -0.893 -0.463 0.217
O -1.377 -1.216 -1.186 0.596 2.027 0.078
B -1.479 -0.982 0.280 -1.496 -2.084 0.987
B -0.148 -1.303 1.320 0.597 0.224 0.058
O -0.329 -2.216 2.401 0.549 0.978 0.029
O 1.141 -0.736 1.273 -0.517 -0.979 -0.240
C 1.587 -0.454 -0.037 1.281 0.820 -0.026
C 3.077 -0.045 0.067 -0.564 -0.404 -0.084
O -2.218 0.290 0.532 0.248 0.307 -1.177
H 0.783 3.133 0.533 0.016 0.470 0.143
H -3.048 1.487 -0.826 0.307 0.467 -0.583
H -2.385 -0.082 -2.440 0.432 0.663 -0.609
H -0.618 0.460 -2.207 -0.186 -0.039 -0.306
H -2.304 -1.837 0.646 0.001 -0.307 0.249
H -0.769 -1.687 3.075 -0.323 -0.359 0.197
H 1.059 0.391 -0.490 -0.275 -0.200 0.102
H 1.504 -1.303 -0.720 -0.221 -0.117 0.242
H 3.553 -0.593 0.882 -0.063 -0.008 -0.027
H 3.586 -0.322 -0.861 0.101 0.384 0.020
H 3.150 1.024 0.278 0.219 -0.037 -0.108

24
Properties=species:S:1:pos:R:3:forces:R:3 method="wB97M-V/def2-TZVPD" homo_lumo_gap_ev=10.5 homo_energy_ev=-9.944 smiles="NCOC(=O)CC(=O)O.BrCCBr" lumo_energy_ev=0.567
N 3.140 1.138 0.101 -0.360 0.220 -0.257
C 1.989 1.929 -0.261 1.478 -0.712 0.223
O 0.867 1.415 0.456 0.200 -0.333 -0.570
C -0.099 2.332 0.659 -0.925 -1.760 -2.995
O -0.112 3.015 1.582 0.244 2.976 4.181
C -1.221 2.422 -0.349 0.372 -1.074 -0.912
C -2.288 1.395 -0.078 2.300 -0.161 -0.922
O -3.342 1.696 0.305 -3.425 0.912 1.458
O -1.931 0.121 -0.307 0.795 -0.207 0.199
H 3.797 1.677 0.638 0.201 -0.117 0.090
H 3.581 0.730 -0.706 0.145 -0.083 0.068
H 1.854 1.851 -1.334 -0.485 0.016 -0.236
H 2.191 2.959 0.008 -0.458 0.389 0.142
H -1.695 3.380 -0.300 -0.046 0.519 0.048
H -0.829 2.208 -1.339 0.115 0.117 -0.285
H -2.259 -0.381 0.452 -0.332 -0.503 -0.279
Br 0.648 -1.558 0.228 0.191 -0.276 0.148
C 0.307 -3.470 0.180 0.137 0.268 -0.159
C -1.113 -3.757 -0.229 -0.061 -0.221 0.110
Br -2.363 -3.395 1.220 -0.013 0.104 -0.062
H 0.551 -3.861 1.163 -0.065 -0.057 0.000
H 1.003 -3.876 -0.552 -0.058 -0.054 -0.018
H -1.241 -4.812 -0.465 0.008 0.002 0.026
H -1.434 -3.156 -1.074 0.042 0.035 0.000

Energy (eV)
-17216.27223, -17212.71580, -28050.88874, -28053.78466, -14258.24915, -15896.44064, -15944.15408, -156165.06079